The following is a quantum chemistry calculation of 10 unconnected molecules or ions with the total composition C32H90F3N9O15 in a non-equilibrium geometry, from OMol25.

Computed properties:
E_HOMO = -15.06 eV
Kohn-Sham gap = 0.225 Ha
charge = +4
E = -3192.4894 Eh

Last column: Löwdin charge in e.
Positions of all 149 atoms, in Å:
C1 -2.94031 -2.11105 -3.38114  -0.019
C2 -2.70232 -3.63855 -3.61707  -0.221
C3 -1.72795 -4.35808 -2.70004  -0.247
O1 -1.49910 -5.67097 -3.06548  -0.171
C4 -0.40205 -6.36826 -2.33604  -0.008
N1 -4.16784 -4.25317 -3.49675  0.249
H1 -4.43395 -4.13761 -2.52931  0.156
H2 -4.79344 -3.75624 -4.11463  0.159
H3 -4.21278 -5.23672 -3.72199  0.168
H4 -3.20148 -1.86474 -2.35195  0.077
H5 -3.71201 -1.78710 -4.07946  0.090
H6 -2.06053 -1.56544 -3.72233  0.081
H7 -2.37690 -3.79264 -4.64589  0.160
H8 -2.03232 -4.39086 -1.65393  0.132
H9 -0.78756 -3.80856 -2.74259  0.122
H10 -0.44430 -7.42542 -2.59821  0.105
H11 -0.54155 -6.27769 -1.25880  0.087
H12 0.60517 -5.98578 -2.50129  0.067
C5 2.73051 -0.39801 2.70044  -0.040
C6 3.19415 0.96737 2.16680  -0.209
C7 4.47788 1.48033 2.80022  -0.234
O2 4.96341 2.52929 2.06027  -0.207
C8 6.11007 3.15628 2.69388  -0.029
N2 3.44565 0.70615 0.60380  0.248
H13 2.94406 -0.07834 0.21256  0.076
H14 3.15811 1.54552 0.12122  0.093
H15 4.41733 0.46997 0.46183  0.147
H16 2.32185 -0.45599 3.70926  0.085
H17 3.53584 -1.12487 2.80630  0.087
H18 1.99632 -0.93323 2.09827  0.045
H19 2.34447 1.64972 2.14370  0.114
H20 5.19069 0.65923 2.87633  0.137
H21 4.20568 1.91066 3.76398  0.146
H22 6.77231 2.35466 3.02092  0.090
H23 5.73087 3.62356 3.60271  0.093
H24 6.64685 3.81397 2.01020  0.104
C9 2.71044 4.97297 2.91544  0.000
C10 1.16429 5.30373 2.98724  -0.261
C11 0.95935 6.77271 2.86983  -0.219
O3 0.94143 7.31060 1.54292  -0.195
C12 1.00373 8.77696 1.58236  -0.036
N3 0.50217 4.51134 1.88239  0.233
H25 0.69105 3.52873 2.01993  0.098
H26 -0.47674 4.75835 1.91090  0.167
H27 0.83836 4.77856 0.96824  0.099
H28 2.85212 3.89391 2.97575  0.046
H29 3.23114 5.27827 3.82306  0.099
H30 3.23529 5.22563 1.99414  0.100
H31 0.66882 4.90985 3.87464  0.136
H32 1.80478 7.16593 3.43440  0.125
H33 0.14951 7.22998 3.43830  0.132
H34 1.24699 9.00547 0.54472  0.097
H35 1.68873 9.15320 2.34218  0.096
H36 -0.02920 9.08613 1.74220  0.089
C13 -0.75752 -1.64667 3.33698  -0.015
C14 -2.09321 -1.22195 4.01975  -0.247
C15 -2.72551 0.09126 3.46793  -0.157
O4 -4.08219 0.33418 3.81852  -0.205
C16 -4.71431 1.51556 3.29376  -0.062
N4 -3.01941 -2.40175 3.90660  0.225
H37 -2.71062 -3.15622 4.50286  0.178
H38 -3.91968 -2.05282 4.20305  0.152
H39 -3.13836 -2.70292 2.94992  0.152
H40 -0.09494 -2.10726 4.06974  0.104
H41 -0.24527 -0.79662 2.88628  0.051
H42 -0.90513 -2.26531 2.45177  0.072
H43 -1.96266 -1.17130 5.10072  0.161
H44 -2.69047 0.03996 2.37970  0.087
H45 -2.14163 0.92944 3.84823  0.134
H46 -4.94643 2.09829 4.18519  0.103
H47 -5.63878 1.28266 2.76536  0.069
H48 -4.01886 2.12694 2.71874  0.098
C17 -9.64166 0.01605 0.56389  -0.030
C18 -9.03682 -1.16247 1.31115  -0.276
C19 -7.58120 -1.59748 0.80688  -0.109
O5 -6.66621 -0.45477 0.95222  -0.199
C20 -5.29107 -0.55782 0.57158  -0.081
N5 -9.16121 -0.88047 2.80061  0.240
H49 -8.59675 -1.55542 3.29652  0.164
H50 -8.77857 0.02244 3.04240  0.169
H51 -10.09734 -1.00577 3.15847  0.181
H52 -9.62362 -0.26037 -0.49033  0.100
H53 -9.13296 0.96750 0.71895  0.098
H54 -10.69287 0.27137 0.69769  0.102
H55 -9.65235 -2.06112 1.27076  0.155
H56 -7.73645 -1.72430 -0.26452  0.127
H57 -7.43576 -2.57178 1.27345  0.124
H58 -4.74504 0.33931 0.86330  0.075
H59 -5.21587 -0.63740 -0.51291  0.084
H60 -4.87111 -1.45074 1.03464  0.078
C21 5.71745 -4.58940 -0.73577  -0.006
C22 5.35831 -4.10028 -2.20256  -0.236
C23 4.31840 -4.89938 -2.94164  -0.164
O6 3.94234 -4.16958 -4.12767  -0.155
C24 2.55878 -4.11491 -4.36700  -0.109
N6 4.97141 -2.58714 -2.10257  0.230
H61 4.01182 -2.52261 -1.79415  0.084
H62 5.46401 -1.99761 -1.44691  0.160
H63 5.03451 -2.10473 -2.98768  0.153
H64 6.72377 -4.29372 -0.43912  0.090
H65 5.75123 -5.67515 -0.64579  0.095
H66 4.99942 -4.23029 0.00152  0.076
H67 6.28377 -4.04601 -2.77587  0.153
H68 3.52928 -5.23575 -2.26914  0.117
H69 4.77365 -5.83174 -3.27565  0.150
H70 2.04136 -3.45882 -3.66706  0.054
H71 1.97099 -5.03039 -4.30022  0.089
H72 2.45173 -3.59432 -5.31865  0.095
C25 0.31410 1.39491 -3.84702  -0.040
C26 1.53055 1.50065 -4.71019  -0.261
C27 2.51117 2.60599 -4.25431  -0.188
O7 3.62746 2.73907 -5.12214  -0.172
C28 4.65835 3.57007 -4.53383  -0.053
N7 2.22994 0.08044 -4.66715  0.240
H73 3.10255 -0.00689 -5.16816  0.160
H74 2.29087 -0.18869 -3.69557  0.095
H75 1.59590 -0.55400 -5.13144  0.146
H76 -0.05604 2.40824 -3.69129  0.110
H77 0.57870 1.04366 -2.84967  0.076
H78 -0.45210 0.75636 -4.28666  0.082
H79 1.26357 1.57600 -5.76430  0.156
H80 2.72791 2.35579 -3.21579  0.117
H81 1.89463 3.50350 -4.30387  0.148
H82 5.53468 3.44988 -5.17078  0.095
H83 4.86956 3.28415 -3.50342  0.073
H84 4.37582 4.62139 -4.58860  0.102
N8 0.53444 1.83009 4.66346  -0.628
O8 0.93265 2.82995 5.23805  0.015
O9 0.39637 0.75724 5.31771  -0.048
O10 0.24370 1.89585 3.48248  -0.082
N9 2.52288 4.07855 -0.89342  -0.639
O11 1.87816 5.10811 -0.99730  0.008
O12 1.96658 3.18026 -0.28658  -0.090
O13 3.59575 3.86524 -1.46615  -0.020
C29 1.24088 -1.63896 -1.08603  -0.344
O14 0.62120 -0.69411 -0.15748  -0.106
O15 2.46449 -1.06465 -1.61874  -0.272
C30 1.41230 -2.99299 -0.32146  -0.629
F1 1.99475 -2.95633 0.82735  0.199
F2 0.26116 -3.60770 -0.08233  0.130
F3 2.05936 -3.92874 -1.02863  0.118
C31 -0.75030 -0.50801 -0.33322  -0.283
C32 -1.07150 0.72187 0.49576  -0.057
H85 -0.39501 1.50080 0.14401  0.089
H86 -2.13174 0.96058 0.57948  0.070
H87 -0.84982 0.59616 1.55555  0.033
H88 -1.29889 -1.39395 -0.01343  0.108
H89 -0.97760 -0.07033 -1.30527  0.106
H90 0.67507 -1.82954 -1.99797  0.122